1.
Computed, not measured: 2 unconnected molecules or ions with the total composition C4H9NS, with ωB97M-V/def2-TZVPD.

```
15
Properties=species:S:1:pos:R:3
C 0.1650 -1.2197 0.7847
C -0.1233 -0.2657 -1.5575
C 0.6167 1.7931 0.9023
C -0.5641 -0.4363 -0.1487
N 1.2706 -1.7642 0.4563
S -2.2342 -0.1233 0.2672
H -0.3089 -1.3132 1.7714
H 0.9614 -0.2166 -1.5838
H -0.5582 0.6267 -2.0100
H -0.4339 -1.1343 -2.1472
H -0.0480 1.9231 1.7290
H 0.4688 2.3797 0.0213
H 1.5789 1.3610 1.0746
H 1.7062 -2.3013 1.1998
H -2.4970 0.6909 -0.7594
```

Output
- frontier orbital gap (spin up / spin down) (eV) = 8.12 / 7.87
- LUMO energy (spin up / spin down) (Ha) = -0.012 / 0.013
- calculated total energy (Eh) = -610.6199
- highest occupied orbital energy (spin up / spin down) (Ha) = -0.311 / -0.276

Just the natural (NBO) charges please, in e? Sure, here they are:
1 C 0.009
2 C -0.679
3 C -0.502
4 C -0.103
5 N -0.634
6 S 0.070
7 H 0.163
8 H 0.250
9 H 0.212
10 H 0.230
11 H 0.173
12 H 0.168
13 H 0.175
14 H 0.341
15 H 0.126

***

2.
Computed, not measured: a single C4H9NS molecule in a non-equilibrium geometry, with ωB97M-V/def2-TZVPD.

```
15
Properties=species:S:1:pos:R:3
C -3.2662 0.1591 0.0224
C -1.9703 -0.5790 0.0267
N -0.8516 0.0406 0.0134
S 0.5635 -0.9714 -0.0525
C 1.7202 0.4007 -0.0930
C 3.1790 -0.0573 0.0678
H -3.8864 0.2785 0.9293
H -3.0951 1.1600 -0.3401
H -3.9192 -0.3586 -0.7802
H -1.9675 -1.6909 0.1003
H 1.4025 1.0301 0.7304
H 1.4582 1.0357 -0.9527
H 3.5137 -0.6255 -0.7690
H 3.7778 0.8796 0.1274
H 3.3414 -0.7017 0.9700
```

Output
- frontier orbital gap (eV) = 9.32
- LUMO energy (Ha) = 0.039
- calculated total energy (Eh) = -610.7098
- highest occupied orbital energy (Ha) = -0.304
- SMILES = C/C=N/SCC

Just the natural (NBO) charges please, in e? Sure, here they are:
1 C -0.671
2 C 0.103
3 N -0.549
4 S 0.349
5 C -0.539
6 C -0.621
7 H 0.236
8 H 0.231
9 H 0.219
10 H 0.154
11 H 0.218
12 H 0.221
13 H 0.211
14 H 0.220
15 H 0.218

***

3.
Computed, not measured: a molecular structure, C4H9NS in a non-equilibrium geometry, with ωB97M-V/def2-TZVPD.

```
15
Properties=species:S:1:pos:R:3
C -1.1895 0.2170 0.3312
C -0.5055 -1.2480 0.3564
C 1.8202 -0.0296 0.2367
C 2.6784 0.6863 -0.3450
H -1.2506 0.9560 -1.5092
H -3.0354 0.7533 -0.5715
H -1.9243 0.2006 1.1515
H -0.5147 1.1069 0.5757
H -0.6113 -1.9945 1.5397
H -1.5165 -1.8022 -0.3468
H 1.1067 0.4157 1.2708
H 2.9974 0.1546 -1.4173
H 3.0186 1.9174 0.1225
N -2.0674 0.1594 -0.9035
S 0.9939 -1.4928 -0.4912
```

Output
- frontier orbital gap (eV) = 9.07
- LUMO energy (Ha) = 0.026
- calculated total energy (Eh) = -610.4780
- highest occupied orbital energy (Ha) = -0.307

Just the natural (NBO) charges please, in e? Sure, here they are:
1 C -0.279
2 C -0.653
3 C -0.366
4 C -0.450
5 H 0.364
6 H 0.369
7 H 0.194
8 H 0.202
9 H 0.220
10 H 0.294
11 H 0.208
12 H 0.226
13 H 0.239
14 N -0.833
15 S 0.265

***

4.
Computed, not measured: a single C4H9NS molecule in a non-equilibrium geometry, with ωB97M-V/def2-TZVPD.

```
15
Properties=species:S:1:pos:R:3
C 2.6113 -0.0021 0.5926
S 1.2896 -0.2862 -0.5601
C -0.2266 0.0461 0.4205
C -1.0126 1.2425 -0.0395
C -1.5042 -0.0893 -0.3787
N -2.6314 -0.5600 0.3649
H 2.7025 0.9612 1.0077
H 2.6494 -0.6909 1.4155
H 3.4403 -0.1210 -0.0324
H -0.3681 -0.2381 1.5213
H -1.7080 1.7531 0.5821
H -0.4871 1.9149 -0.7470
H -1.4641 -0.3499 -1.4330
H -2.6752 -1.5704 0.5674
H -3.5098 -0.3428 -0.0442
```

Output
- frontier orbital gap (eV) = 9.39
- LUMO energy (Ha) = 0.039
- calculated total energy (Eh) = -610.6934
- highest occupied orbital energy (Ha) = -0.307
- SMILES = CS[C@H]1C[C@@H]1N

Just the natural (NBO) charges please, in e? Sure, here they are:
1 C -0.744
2 S 0.220
3 C -0.371
4 C -0.439
5 C -0.077
6 N -0.844
7 H 0.212
8 H 0.212
9 H 0.225
10 H 0.247
11 H 0.222
12 H 0.225
13 H 0.186
14 H 0.367
15 H 0.361

***

5.
Computed, not measured: a single C4H9NS molecule in a non-equilibrium geometry, with ωB97M-V/def2-TZVPD.

```
15
Properties=species:S:1:pos:R:3
C 1.1814 -0.2516 0.7412
C 2.5421 0.3978 0.8870
C -1.9848 0.7379 -0.5678
C -0.9698 -0.4380 -0.2266
N 0.3759 0.1866 -0.0654
S -0.8647 -1.5251 -1.7121
H 0.9063 -1.0353 1.4198
H 3.4008 -0.3426 0.7839
H 2.6530 1.0003 -0.0388
H 2.4984 0.9385 1.7834
H -1.3178 1.3230 -1.0330
H -2.1854 1.1526 0.3952
H -2.7846 0.3185 -1.0531
H -1.1339 -0.9693 0.6608
H -2.3170 -1.4933 -1.9745
```

Output
- frontier orbital gap (spin up / spin down) (eV) = 5.75 / 6.84
- LUMO energy (spin up / spin down) (Ha) = 0.032 / -0.089
- multiplicity = 3
- calculated total energy (Eh) = -610.5154
- highest occupied orbital energy (spin up / spin down) (Ha) = -0.179 / -0.340

Just the natural (NBO) charges please, in e? Sure, here they are:
1 C -0.258
2 C -0.623
3 C -0.593
4 C -0.156
5 N -0.149
6 S -0.067
7 H 0.228
8 H 0.216
9 H 0.214
10 H 0.214
11 H 0.220
12 H 0.209
13 H 0.205
14 H 0.214
15 H 0.126

***

6.
Computed, not measured: 2 unconnected molecules or ions with the total composition C4H9O2 in a non-equilibrium geometry, with ωB97M-V/def2-TZVPD.

```
15
Properties=species:S:1:pos:R:3
C 1.6624 0.1414 -1.3261
C 1.5658 -1.3784 -1.2128
H 0.8044 0.5913 -0.8274
H 2.4794 0.5313 -0.7098
H 1.8365 0.5735 -2.3128
H 2.5118 -1.8890 -1.3866
H 0.8017 -1.9269 -1.7600
H 1.3488 -1.4990 -0.1490
C -2.1085 0.9869 0.8133
C -1.5517 0.3881 2.1334
O -1.8232 -0.8245 2.3581
O -0.8613 1.1530 2.8586
H -2.4791 1.9920 0.9721
H -2.8584 0.2565 0.4957
H -1.3287 0.9038 0.0534
```

Output
- frontier orbital gap (eV) = 7.41
- total charge = -1
- LUMO energy (Ha) = 0.137
- calculated total energy (Eh) = -308.3302
- highest occupied orbital energy (Ha) = -0.135

Just the natural (NBO) charges please, in e? Sure, here they are:
1 C -0.612
2 C -0.616
3 H 0.225
4 H 0.201
5 H 0.185
6 H 0.185
7 H 0.202
8 H 0.227
9 C -0.743
10 C 0.755
11 O -0.802
12 O -0.800
13 H 0.198
14 H 0.203
15 H 0.191

***

7.
Computed, not measured: 2 unconnected molecules or ions with the total composition C4H9O2 in a non-equilibrium geometry, with ωB97M-V/def2-TZVPD.

```
15
Properties=species:S:1:pos:R:3
C -1.9220 -1.4158 -1.2641
C -0.6601 -0.7781 -0.7438
C 0.5393 -1.3591 -0.8098
O 1.7111 -0.8866 -0.3332
H -2.3892 -0.7289 -1.9787
H -1.6541 -2.2889 -1.8770
H -2.6272 -1.7542 -0.5062
H -0.7097 0.1911 -0.2520
H 0.6381 -2.3273 -1.3075
H 1.4792 -0.0468 0.2039
C 1.1267 2.2927 1.7878
O 1.0988 1.1777 0.9995
H 0.7479 3.1903 1.2501
H 0.4661 2.2302 2.6812
H 2.1551 2.5035 2.1497
```

Output
- frontier orbital gap (eV) = 7.12
- total charge = -1
- LUMO energy (Ha) = 0.151
- calculated total energy (Eh) = -308.2616
- highest occupied orbital energy (Ha) = -0.111

Just the natural (NBO) charges please, in e? Sure, here they are:
1 C -0.619
2 C -0.375
3 C 0.171
4 O -0.736
5 H 0.189
6 H 0.186
7 H 0.188
8 H 0.239
9 H 0.125
10 H 0.538
11 C -0.183
12 O -1.002
13 H 0.093
14 H 0.091
15 H 0.097

***

8.
Computed, not measured: 2 unconnected molecules or ions with the total composition C4H9O2, with ωB97M-V/def2-TZVPD.

```
15
Properties=species:S:1:pos:R:3
C 2.4071 0.1518 -0.0537
C 1.6830 -1.0479 0.5988
O 0.8506 -0.7503 1.4917
O 1.9970 -2.1828 0.1802
H 1.7401 0.7640 -0.6655
H 3.2367 -0.1736 -0.6785
H 2.7927 0.8083 0.7322
C -1.6249 0.7492 -0.7716
C -2.0875 -0.1561 0.3353
H -1.3252 0.2127 -1.6661
H -2.3408 1.5208 -1.0711
H -0.7493 1.3120 -0.4297
H -2.3880 0.3867 1.2383
H -1.2694 -0.7921 0.6729
H -2.9222 -0.8028 0.0867
```

Output
- frontier orbital gap (eV) = 7.97
- total charge = -1
- LUMO energy (Ha) = 0.150
- calculated total energy (Eh) = -308.3419
- highest occupied orbital energy (Ha) = -0.143

Just the natural (NBO) charges please, in e? Sure, here they are:
1 C -0.734
2 C 0.758
3 O -0.808
4 O -0.784
5 H 0.192
6 H 0.191
7 H 0.194
8 C -0.604
9 C -0.626
10 H 0.198
11 H 0.174
12 H 0.214
13 H 0.188
14 H 0.274
15 H 0.174

***

Copy entry 4 word for word.
Computed, not measured: a single C4H9NS molecule in a non-equilibrium geometry, with ωB97M-V/def2-TZVPD.

```
15
Properties=species:S:1:pos:R:3
C 2.6113 -0.0021 0.5926
S 1.2896 -0.2862 -0.5601
C -0.2266 0.0461 0.4205
C -1.0126 1.2425 -0.0395
C -1.5042 -0.0893 -0.3787
N -2.6314 -0.5600 0.3649
H 2.7025 0.9612 1.0077
H 2.6494 -0.6909 1.4155
H 3.4403 -0.1210 -0.0324
H -0.3681 -0.2381 1.5213
H -1.7080 1.7531 0.5821
H -0.4871 1.9149 -0.7470
H -1.4641 -0.3499 -1.4330
H -2.6752 -1.5704 0.5674
H -3.5098 -0.3428 -0.0442
```

Output
- frontier orbital gap (eV) = 9.39
- LUMO energy (Ha) = 0.039
- calculated total energy (Eh) = -610.6934
- highest occupied orbital energy (Ha) = -0.307
- SMILES = CS[C@H]1C[C@@H]1N

Just the natural (NBO) charges please, in e? Sure, here they are:
1 C -0.744
2 S 0.220
3 C -0.371
4 C -0.439
5 C -0.077
6 N -0.844
7 H 0.212
8 H 0.212
9 H 0.225
10 H 0.247
11 H 0.222
12 H 0.225
13 H 0.186
14 H 0.367
15 H 0.361